# 1
{"formula": "C23H47BCrF4O16", "method": "the ωB97M-V functional and the def2-TZVPD basis", "de_lowest_ev": 0.000, "lumo_ev": [0.369, 0.339], "spin_multiplicity": 5, "homo_energy_ev": [-7.895, -8.517], "charge": 0, "symbols": ["Cr", "C", "C", "C", "O", "H", "H", "H", "H", "H", "H", "H", "B", "F", "F", "F", "F", "C", "C", "O", "C", "O", "O", "C", "H", "H", "H", "H", "H", "H", "H", "H", "C", "C", "O", "C", "O", "O", "C", "H", "H", "H", "H", "H", "H", "H", "H", "C", "C", "O", "C", "O", "O", "C", "H", "H", "H", "H", "H", "H", "H", "H", "C", "C", "O", "C", "O", "O", "C", "H", "H", "H", "H", "H", "H", "H", "H", "C", "C", "O", "C", "O", "O", "C", "H", "H", "H", "H", "H", "H", "H", "H"], "positions_angstrom": [[1.62614, 1.57600, -1.24221], [4.23992, 0.04104, 0.29017], [4.50660, 1.46706, -0.22256], [5.89035, 1.55906, -0.86614], [3.53249, 1.92212, -1.09672], [5.15402, -0.39484, 0.70669], [3.94613, -0.62652, -0.52293], [3.47186, 0.06981, 1.06192], [4.56547, 2.10687, 0.68413], [6.04986, 2.54746, -1.29877], [5.95890, 0.85592, -1.70449], [6.64738, 1.31575, -0.12109], [0.27155, 0.44150, 0.87841], [-1.03444, 0.12268, 0.44123], [0.36953, 0.06289, 2.20581], [1.16104, -0.24647, 0.00416], [0.63169, 1.81908, 0.73904], [-3.31458, 3.65478, -4.24922], [-3.37836, 2.24089, -3.71873], [-2.07929, 1.77971, -3.32316], [-1.59415, 2.02392, -2.11952], [-0.47767, 1.65467, -1.83511], [-2.43538, 2.69472, -1.36221], [-2.04736, 2.99042, -0.01080], [-4.20558, 3.88719, -4.82857], [-2.42600, 3.84052, -4.85803], [-3.21279, 4.37774, -3.43289], [-3.67079, 1.56389, -4.51531], [-4.06220, 2.20071, -2.87519], [-2.84574, 3.59557, 0.40819], [-1.12042, 3.55278, -0.02848], [-1.96619, 2.07383, 0.56103], [0.99742, 5.62379, -3.62394], [-0.06657, 5.65307, -2.55191], [0.47387, 5.92514, -1.25292], [1.07144, 4.92156, -0.63684], [1.17106, 3.80113, -1.08823], [1.55793, 5.34364, 0.50613], [2.27565, 4.37498, 1.32018], [0.58876, 5.28665, -4.57319], [1.78236, 4.94375, -3.29758], [1.45567, 6.60501, -3.76193], [-0.53399, 4.65871, -2.53776], [-0.88512, 6.34816, -2.71195], [1.57674, 3.89169, 1.98838], [2.99469, 4.97270, 1.87398], [2.83609, 3.71835, 0.65795], [-7.06939, -1.60370, 6.70031], [-6.59853, -1.75313, 5.27569], [-5.17937, -1.41437, 5.28714], [-4.65354, -1.14992, 4.09418], [-5.26207, -1.10258, 3.05854], [-3.34922, -0.96049, 4.25537], [-2.66528, -0.42944, 3.12769], [-6.51625, -2.29252, 7.33814], [-8.12332, -1.88445, 6.76332], [-6.97205, -0.57755, 7.04300], [-7.14041, -1.06738, 4.63175], [-6.61344, -2.78690, 4.93794], [-1.84069, 0.17671, 3.48721], [-3.30465, 0.24249, 2.55126], [-2.31957, -1.20141, 2.44642], [1.70904, -7.76824, 3.48127], [1.27956, -7.75406, 2.02552], [0.50612, -6.58681, 1.73632], [1.21019, -5.49434, 1.45090], [2.38749, -5.45465, 1.24748], [0.38429, -4.44943, 1.42223], [0.96569, -3.22249, 0.99432], [2.27694, -6.86028, 3.69292], [2.41698, -8.58371, 3.63808], [0.84031, -7.87185, 4.12256], [0.58292, -8.57460, 1.84400], [2.11233, -7.88957, 1.33973], [1.71979, -2.82963, 1.67904], [0.14791, -2.53724, 0.82408], [1.57877, -3.37629, 0.09943], [-0.84832, -3.21346, -2.56569], [-0.05907, -1.94595, -2.43386], [1.21032, -2.14792, -3.10730], [2.11160, -1.19609, -3.08651], [2.04703, -0.12795, -2.51242], [3.15759, -1.57584, -3.78998], [4.28389, -0.68830, -3.77638], [-0.24808, -4.06337, -2.23589], [-1.12462, -3.41983, -3.60118], [-1.73762, -3.15953, -1.94155], [0.02339, -1.72310, -1.37288], [-0.50854, -1.07215, -2.91137], [4.93533, -0.99066, -4.58916], [4.81713, -0.80608, -2.83351], [3.98139, 0.34896, -3.89722]], "atomic_forces_ev_per_a": [[0.97, 0.62, -0.67], [0.41, 0.17, -0.04], [0.29, -0.19, 0.25], [-0.37, -0.18, -0.36], [-1.02, 0.05, 0.02], [-0.09, 0.13, 0.20], [-0.22, 0.13, -0.03], [-0.08, -0.26, -0.08], [-0.14, 0.02, -0.10], [0.07, 0.09, 0.24], [0.06, -0.07, 0.15], [0.19, 0.10, -0.12], [-0.71, -0.87, 0.75], [0.26, 0.50, 0.00], [0.44, 0.11, -0.32], [0.06, -0.13, 0.47], [-0.41, -0.17, 0.30], [0.49, 0.62, 0.31], [-0.10, 0.44, -0.21], [0.32, -0.33, -0.11], [-0.06, 0.05, -0.29], [0.25, -0.02, 0.12], [-0.14, -0.01, 0.05], [-0.09, 0.18, 0.26], [-0.02, 0.04, 0.01], [-0.15, -0.38, -0.27], [-0.31, -0.11, 0.02], [-0.08, -0.18, 0.13], [-0.09, -0.30, -0.09], [-0.06, 0.08, -0.19], [0.10, -0.14, 0.16], [0.22, -0.03, -0.07], [0.32, 0.55, 0.32], [-0.50, -1.20, -0.33], [-0.23, 0.47, -0.04], [0.50, -0.03, 0.08], [-0.08, -0.29, -0.23], [-0.09, 0.01, 0.23], [0.46, 0.65, -0.46], [-0.06, -0.05, -0.02], [0.01, -0.14, -0.20], [-0.09, 0.00, -0.05], [0.06, 0.13, 0.19], [0.27, 0.40, 0.04], [-0.01, -0.32, -0.06], [-0.13, 0.03, 0.15], [-0.24, -0.39, 0.14], [-0.24, -0.55, -0.07], [0.83, 0.21, 0.50], [-0.41, 0.15, 0.09], [0.01, -0.21, 0.15], [-0.08, 0.10, -0.27], [-0.02, 0.17, 0.16], [0.06, 0.67, -0.68], [0.05, 0.21, 0.17], [0.01, 0.05, -0.03], [0.14, 0.02, 0.08], [0.09, -0.21, -0.35], [-0.55, 0.04, -0.21], [0.20, -0.35, 0.18], [-0.19, -0.17, 0.10], [0.09, -0.16, 0.18], [0.55, 0.16, -0.55], [-0.36, -0.81, 0.25], [-0.11, 0.11, -0.04], [-0.47, 0.24, 0.10], [0.78, 0.05, -0.12], [-0.17, -0.23, 0.06], [1.06, 0.05, -0.47], [-0.23, 0.07, 0.17], [-0.22, -0.17, 0.10], [0.07, 0.08, 0.22], [0.03, 0.04, -0.03], [0.07, 0.40, -0.04], [-0.51, 0.01, 0.51], [0.00, 0.12, 0.10], [-0.50, -0.07, -0.26], [0.08, -0.38, -0.52], [-0.26, 0.55, -0.01], [-0.06, -0.30, 0.28], [0.13, 0.07, 0.24], [-0.45, 0.16, -0.17], [0.14, -0.17, -0.33], [0.26, 0.10, 0.17], [-0.01, 0.07, 0.16], [-0.13, 0.08, 0.05], [-0.08, 0.02, -0.05], [0.71, 0.19, -0.08], [-0.25, -0.14, 0.05], [-0.12, -0.12, -0.09], [-0.07, 0.10, 0.00], [-0.06, -0.03, 0.06]]}


# 2
{"formula": "C23H27N3O4", "method": "the ωB97M-V functional and the def2-TZVPD basis", "smiles": "CN(C)C(=O)c1ccc(NC(=O)CN2CCc3cc4c(cc3C2)OCCCO4)cc1", "de_lowest_ev": 1.431, "lumo_ev": 0.705, "homo_energy_ev": -8.448, "charge": 0, "symbols": ["C", "N", "C", "O", "C", "C", "C", "C", "C", "C", "H", "H", "N", "C", "O", "C", "N", "C", "C", "C", "C", "C", "C", "C", "C", "C", "H", "H", "H", "O", "C", "C", "H", "H", "C", "H", "O", "H", "H", "H", "H", "H", "H", "H", "H", "H", "H", "H", "H", "H", "C", "H", "H", "H", "H", "H", "H"], "positions_angstrom": [[4.08713, -6.14263, -1.48308], [5.16610, -5.20852, -1.29103], [5.02331, -3.87774, -1.07738], [5.96646, -3.16164, -0.78737], [3.64961, -3.30879, -1.23260], [3.09845, -2.57741, -0.18583], [1.86587, -1.97459, -0.32786], [1.16685, -2.07330, -1.53088], [1.72775, -2.78166, -2.59085], [2.95797, -3.39089, -2.43702], [3.39243, -3.92411, -3.26976], [1.19713, -2.84504, -3.52614], [-0.07094, -1.44179, -1.61914], [-0.92679, -1.35222, -2.66834], [-0.78869, -1.87432, -3.75158], [-2.15861, -0.51849, -2.30805], [-1.85327, 0.44979, -1.27340], [-1.07991, 1.57354, -1.78059], [-0.44738, 2.30337, -0.60069], [-1.49004, 2.64953, 0.42347], [-1.25683, 3.62635, 1.37439], [-2.19562, 3.98368, 2.33871], [-3.42448, 3.30943, 2.35218], [-3.64299, 2.31482, 1.40270], [-2.70799, 1.97819, 0.44028], [-3.03796, 0.92592, -0.58352], [-3.77208, 1.35225, -1.29436], [-3.51525, 0.07289, -0.09069], [-4.60203, 1.81938, 1.42625], [-4.51263, 3.57010, 3.15168], [-4.33144, 3.84605, 4.52020], [-3.61648, 5.16399, 4.80192], [-3.74561, 5.42013, 5.85386], [-4.05654, 5.95334, 4.18962], [-2.12565, 5.05692, 4.49602], [-1.71364, 4.15861, 4.98223], [-1.81847, 5.04852, 3.12235], [-1.59824, 5.93464, 4.87922], [-5.34847, 3.87578, 4.92047], [-3.78637, 3.02058, 5.00459], [-0.32371, 4.16923, 1.37560], [0.30753, 1.65841, -0.14081], [0.05717, 3.20733, -0.94511], [-1.71685, 2.26855, -2.35273], [-0.30316, 1.19645, -2.44974], [-2.91407, -1.21591, -1.93147], [-2.55481, -0.06536, -3.23009], [-0.36736, -0.90274, -0.80909], [1.43793, -1.41533, 0.49248], [3.64679, -2.48699, 0.73967], [6.48533, -5.79367, -1.24140], [7.20540, -4.99081, -1.09605], [6.56195, -6.50297, -0.41331], [6.70029, -6.31548, -2.17667], [4.19963, -6.97534, -0.78299], [3.12784, -5.66346, -1.30544], [4.10093, -6.54742, -2.49979]], "atomic_forces_ev_per_a": [[-0.22, -0.12, -0.02], [0.10, -0.22, -0.04], [-0.04, 0.04, 0.00], [0.07, 0.22, 0.13], [-0.09, 0.23, -0.10], [0.07, -0.11, -0.11], [-0.07, -0.01, -0.09], [0.31, -0.25, -0.12], [-0.14, 0.03, -0.18], [0.13, 0.06, 0.34], [0.03, -0.08, -0.09], [-0.02, 0.01, -0.02], [0.02, 0.13, 0.41], [-0.23, 0.19, 0.18], [-0.02, -0.10, -0.25], [-0.04, 0.03, -0.08], [-0.20, 0.02, 0.01], [0.31, 0.16, 0.13], [-0.04, -0.07, -0.20], [-0.03, 0.02, 0.07], [-0.19, -0.04, 0.08], [0.20, 0.04, 0.03], [-0.14, -0.14, 0.04], [0.15, 0.11, 0.03], [-0.02, 0.07, 0.12], [-0.23, -0.07, 0.03], [0.06, -0.11, 0.01], [-0.02, 0.07, -0.06], [-0.14, -0.07, 0.04], [0.22, 0.16, -0.43], [-0.04, 0.25, 0.52], [0.24, -0.45, -0.42], [0.00, 0.01, 0.07], [-0.03, 0.06, 0.07], [-0.18, 0.17, 0.52], [0.00, 0.10, -0.07], [-0.26, -0.10, -0.43], [-0.04, -0.15, 0.02], [0.15, -0.05, 0.02], [-0.08, 0.05, -0.06], [0.12, 0.08, 0.03], [0.06, 0.00, -0.08], [0.04, 0.00, 0.00], [0.00, -0.07, -0.04], [-0.05, 0.04, 0.00], [0.01, 0.05, -0.04], [0.09, -0.08, 0.07], [-0.02, -0.05, -0.20], [-0.05, 0.05, 0.09], [0.05, 0.04, 0.08], [0.23, 0.17, 0.00], [0.00, -0.13, -0.02], [0.00, -0.02, -0.02], [0.01, -0.05, 0.01], [-0.03, 0.01, -0.02], [0.05, -0.11, -0.01], [-0.05, -0.04, 0.02]]}


# 3
{"formula": "C4H12", "method": "the ωB97M-V functional and the def2-TZVPD basis", "smiles": "CC.CC", "de_lowest_ev": 0.502, "lumo_ev": 1.153, "homo_energy_ev": -11.367, "charge": 0, "symbols": ["C", "C", "H", "H", "H", "H", "H", "H", "C", "C", "H", "H", "H", "H", "H", "H"], "positions_angstrom": [[0.28504, -1.60302, 0.30411], [1.55301, -2.25735, 0.79758], [0.42498, -0.76408, -0.37722], [-0.37978, -2.22889, -0.25066], [-0.37320, -1.26472, 1.10993], [1.90402, -1.95321, 1.77610], [2.30210, -2.18872, 0.00797], [1.36933, -3.33635, 0.83286], [-0.15522, 2.04121, -0.43888], [-1.66332, 1.81516, -0.64573], [0.25000, 1.39885, -1.22352], [0.04944, 3.09740, -0.52678], [0.23450, 1.55606, 0.44382], [-2.25660, 2.35294, 0.11436], [-1.97026, 0.78186, -0.51353], [-2.06793, 2.28363, -1.51648]], "atomic_forces_ev_per_a": [[-0.91, 1.10, 0.37], [-0.23, -1.25, -0.99], [0.35, 0.21, 0.28], [-0.09, -1.01, -0.48], [0.28, 0.21, 0.14], [0.15, 0.34, -0.10], [0.40, 0.33, 0.39], [0.05, 0.02, 0.40], [-1.26, -1.40, -1.11], [-0.54, 0.81, 2.23], [0.77, 0.75, -0.36], [0.60, 0.04, -0.02], [-0.13, 0.42, 0.66], [0.32, -0.17, 0.22], [0.10, -0.19, -0.48], [0.15, -0.23, -1.14]]}


# 4
{"formula": "C9H32Ag2O9", "method": "the ωB97M-V functional and the def2-TZVPD basis", "lumo_ev": [-8.661, -8.662], "spin_multiplicity": 3, "homo_energy_ev": [-13.212, -13.212], "charge": 2, "symbols": ["Ag", "Ag", "O", "C", "C", "O", "H", "H", "H", "H", "C", "O", "H", "H", "H", "H", "C", "O", "H", "H", "H", "H", "C", "O", "H", "H", "H", "H", "C", "O", "H", "H", "H", "H", "C", "O", "H", "H", "H", "H", "C", "O", "H", "H", "H", "H", "C", "O", "H", "H", "H", "H"], "positions_angstrom": [[-6.32524, 1.12134, -1.05229], [2.73910, -2.75425, 6.22562], [-1.88972, 0.74329, 1.10965], [-0.46274, 0.93971, 1.33038], [0.46883, -0.23337, 1.37297], [0.42367, -1.28746, 2.33933], [-0.23597, 1.57654, 2.18544], [-0.05600, 1.62025, 0.58237], [1.45467, 0.17726, 1.59106], [0.50279, -0.63392, 0.35981], [-0.25707, 7.88473, 2.43216], [0.01942, 8.36818, 3.73165], [0.63289, 7.97686, 1.80962], [-0.41716, 6.82048, 2.60485], [-1.07150, 8.42835, 1.95332], [-0.65914, 7.93030, 4.25068], [-4.81342, -6.50522, -0.12600], [-3.78824, -5.88961, 0.66524], [-4.79774, -6.01911, -1.10149], [-4.52181, -7.54855, -0.24643], [-5.84323, -6.41336, 0.21920], [-2.89799, -6.09642, 0.37150], [4.04050, 2.62913, 5.69028], [3.23173, 1.74819, 6.36662], [3.54810, 3.54231, 5.35602], [4.87840, 2.82505, 6.35934], [4.41478, 2.15994, 4.78042], [2.89013, 2.25644, 7.10594], [-3.36976, -2.00376, -4.52894], [-4.59628, -1.58872, -3.95452], [-2.50664, -1.37078, -4.32286], [-3.07455, -3.00212, -4.20610], [-3.41993, -1.99616, -5.61777], [-5.33701, -1.82784, -4.51642], [7.99840, -0.53771, -1.33770], [6.72821, -0.00734, -1.69805], [8.19148, -0.44710, -0.26877], [8.11070, -1.60032, -1.55300], [8.87934, -0.04860, -1.75340], [6.10339, -0.40745, -1.08886], [-3.67447, 4.04857, -4.60175], [-5.01624, 3.87740, -4.21413], [-2.99870, 3.57080, -3.89240], [-3.42045, 3.66569, -5.59018], [-3.45490, 5.11371, -4.52858], [-5.57675, 4.55893, -4.59219], [1.61515, -5.84308, -1.29829], [1.23334, -6.43216, -0.10363], [2.60407, -5.38899, -1.36110], [1.65091, -6.68854, -1.98533], [0.80100, -5.29976, -1.77795], [1.32166, -5.71173, 0.52468]], "atomic_forces_ev_per_a": [[0.13, -0.01, -0.22], [0.00, 0.11, 0.02], [2.93, 0.33, 0.46], [-1.93, 0.19, 0.66], [0.05, -1.83, 0.25], [-0.54, 1.67, -1.07], [-0.94, 0.10, 0.70], [-0.32, -0.03, -0.77], [0.49, 0.18, -0.19], [0.30, -0.59, -0.03], [0.72, -0.39, 0.14], [-0.13, 0.34, 0.21], [0.02, 0.16, 0.08], [-0.53, -0.22, -0.95], [-0.21, -0.27, -0.02], [0.14, 0.38, 0.54], [1.54, -0.15, -1.03], [-0.97, 0.70, 1.02], [-0.13, -0.17, -0.32], [-0.56, -0.17, -0.14], [0.47, 0.15, 0.85], [-0.33, -0.37, -0.38], [1.62, 0.65, -0.83], [-1.71, -1.09, 0.67], [-0.11, 0.16, 0.28], [0.37, 0.63, -0.45], [0.08, -0.17, 0.09], [-0.26, -0.31, 0.24], [0.43, -0.53, -0.93], [0.10, 0.59, 0.65], [-0.48, 0.51, 0.58], [-0.24, -0.15, 0.06], [-0.16, -0.17, -0.08], [0.26, -0.16, -0.18], [0.64, -0.47, 0.88], [0.61, 0.01, -0.10], [-0.27, 0.08, 0.33], [-0.25, -0.12, -0.32], [-0.65, 0.44, -0.69], [-0.09, 0.05, -0.10], [0.59, 0.93, 0.16], [-0.61, -0.90, 0.45], [-0.31, -0.24, 0.15], [-0.30, 0.03, -0.13], [0.37, 0.05, -0.35], [0.21, 0.04, -0.16], [-0.38, -1.61, -2.55], [0.19, 0.71, 1.37], [-0.15, 0.39, 0.43], [0.46, -0.14, -0.22], [0.12, 0.96, 0.36], [-0.26, -0.30, 0.61]]}